{
  "formula": "C53H60AsCl5N4O3STi",
  "method": "ωB97M-V/def2-TZVPD",
  "species": ["Ti", "C", "C", "C", "C", "C", "C", "C", "N", "C", "C", "C", "C", "C", "C", "O", "C", "C", "C", "C", "C", "C", "C", "C", "C", "O", "C", "C", "C", "C", "C", "C", "H", "H", "H", "H", "H", "H", "H", "H", "H", "H", "H", "H", "H", "H", "H", "H", "H", "H", "H", "H", "H", "H", "H", "H", "H", "H", "H", "H", "H", "H", "H", "H", "H", "H", "H", "H", "H", "H", "H", "H", "N", "N", "C", "N", "S", "H", "H", "H", "H", "H", "Cl", "C", "C", "C", "Cl", "C", "Cl", "C", "Cl", "C", "Cl", "O", "As", "C", "C", "C", "C", "C", "C", "C", "C", "C", "C", "C", "C", "C", "C", "C", "C", "C", "C", "H", "H", "H", "H", "H", "H", "H", "H", "H", "H", "H", "H", "H", "H", "H"],
  "coordinates": [[0.16901, 0.05490, 0.34393], [4.20778, -5.46517, -1.98734], [4.34902, -4.23345, -2.88003], [3.93738, -4.61309, -4.31033], [5.81886, -3.78308, -2.86647], [3.48062, -3.08194, -2.39237], [2.68224, -3.16313, -1.28568], [1.92470, -2.03608, -0.89654], [1.15044, -1.88990, 0.19342], [1.04656, -2.62489, 1.29118], [1.84968, -3.70340, 1.73530], [1.51245, -4.36608, 2.87544], [0.31114, -3.98070, 3.56702], [-0.48184, -2.91139, 3.25570], [-0.03909, -2.13821, 2.13775], [-0.54532, -1.00649, 1.80970], [-1.74417, -2.56009, 4.03532], [-2.94336, -2.67290, 3.08063], [-1.96001, -3.52453, 5.20306], [-1.66828, -1.13447, 4.59971], [2.42314, -5.45715, 3.42923], [3.68598, -4.77276, 3.97858], [1.76633, -6.26138, 4.55347], [2.81520, -6.43119, 2.30759], [1.91116, -0.85358, -1.69524], [1.13828, 0.12294, -1.27405], [2.76011, -0.73916, -2.82046], [3.51308, -1.85404, -3.11317], [2.83509, 0.55022, -3.63560], [3.41029, 1.66927, -2.75518], [1.43790, 0.93790, -4.14415], [3.74688, 0.39797, -4.85522], [4.82991, -6.26978, -2.37908], [3.18003, -5.83402, -1.95646], [4.54071, -5.26457, -0.96607], [4.57625, -5.41685, -4.67809], [4.03618, -3.77561, -5.00231], [2.90372, -4.96377, -4.34204], [6.46141, -4.61512, -3.15658], [6.11974, -3.45190, -1.87106], [6.00421, -2.96869, -3.56788], [2.60067, -4.08351, -0.73156], [2.75595, -3.94914, 1.20587], [0.03980, -4.57334, 4.42535], [-3.04159, -3.68732, 2.68941], [-2.85196, -1.98700, 2.23824], [-3.86144, -2.42851, 3.61811], [-2.09849, -4.55543, 4.87122], [-2.86528, -3.23311, 5.73505], [-1.13588, -3.49176, 5.91846], [-1.73701, -0.38535, 3.81632], [-0.74175, -0.96794, 5.15500], [-2.49865, -0.98120, 5.29061], [3.44250, -4.07902, 4.78556], [4.20970, -4.21676, 3.19911], [4.36918, -5.52535, 4.37521], [1.55674, -5.64892, 5.43209], [2.44849, -7.04950, 4.87078], [0.84003, -6.73993, 4.22847], [3.40686, -5.94733, 1.52901], [1.93439, -6.87950, 1.84493], [3.42603, -7.23489, 2.71972], [4.18222, -1.80500, -3.95939], [2.80893, 1.84450, -1.86503], [3.46704, 2.59277, -3.33555], [4.42148, 1.42307, -2.42685], [0.72521, 1.07236, -3.33059], [1.05706, 0.18138, -4.83744], [1.49739, 1.87620, -4.69808], [4.77734, 0.17777, -4.57130], [3.75862, 1.33638, -5.40989], [3.39612, -0.38140, -5.53497], [-0.49312, -1.91872, -2.99588], [-1.87343, -1.84120, -3.13564], [-2.67576, -1.61335, -2.08398], [-3.98674, -1.72756, -2.32526], [-2.19773, -1.20220, -0.51476], [-0.04586, -1.30567, -3.66623], [-0.17671, -2.87131, -3.13925], [-2.29403, -2.13120, -4.00780], [-4.35184, -2.07692, -3.19627], [-4.63039, -1.54138, -1.57624], [3.90401, 0.01764, 0.35336], [3.05610, 0.39599, 1.81859], [1.69123, 0.69051, 1.79734], [1.18798, 1.18775, 3.00091], [-0.43543, 1.80627, 3.05224], [1.92256, 1.27150, 4.17965], [1.21973, 1.85871, 5.62950], [3.25666, 0.86475, 4.17448], [4.18005, 0.91586, 5.61254], [3.83601, 0.45239, 2.97750], [5.49671, 0.02420, 2.95006], [-0.83034, 1.56307, -0.02029], [-1.79975, 2.95992, -0.22405], [-0.61627, 4.35186, -0.72752], [0.65196, 4.02168, -1.18898], [1.49314, 5.03250, -1.62507], [1.06458, 6.35290, -1.60565], [-0.20850, 6.67382, -1.15281], [-1.05946, 5.67161, -0.71304], [-2.95964, 2.48531, -1.65519], [-4.27044, 2.94156, -1.69672], [-5.05380, 2.65572, -2.80773], [-4.52057, 1.93261, -3.86305], [-3.20569, 1.48067, -3.81461], [-2.41828, 1.75540, -2.71023], [-2.75788, 3.28985, 1.37415], [-3.75571, 2.38092, 1.72236], [-4.42872, 2.54103, 2.92211], [-4.11230, 3.60576, 3.75687], [-3.11709, 4.50770, 3.40520], [-2.42908, 4.35015, 2.21247], [0.98687, 2.99162, -1.18854], [2.48840, 4.79012, -1.97293], [1.72712, 7.13807, -1.94430], [-0.53946, 7.70315, -1.13920], [-2.05586, 5.92741, -0.36895], [-4.68920, 3.51291, -0.87714], [-6.07571, 3.00743, -2.84970], [-5.12932, 1.72699, -4.73380], [-2.79165, 0.92665, -4.64749], [-1.39579, 1.39838, -2.66247], [-3.99509, 1.54572, 1.07283], [-5.19980, 1.83768, 3.20586], [-4.64495, 3.73134, 4.69017], [-2.86936, 5.32939, 4.06295], [-1.63076, 5.03618, 1.95584]],
  "mulliken_charge": [0.18, -2.09, 1.51, -1.64, -1.63, -0.95, -1.00, 0.05, 1.01, -0.26, -1.47, -0.65, 0.05, -0.80, 0.93, 0.02, 2.42, -1.59, -2.37, -1.19, 1.92, -1.62, -2.18, -1.62, 0.58, 0.26, 0.38, -0.62, 1.97, -1.14, -1.44, -2.32, 0.50, 0.38, 0.40, 0.45, 0.34, 0.35, 0.47, 0.37, 0.35, 1.11, 1.10, 0.73, 0.35, 0.19, 0.45, 0.43, 0.45, 0.46, -0.19, 0.28, 0.55, 0.37, 0.33, 0.46, 0.44, 0.45, 0.42, 0.32, 0.36, 0.51, 0.71, -0.11, 0.51, 0.30, -0.12, 0.30, 0.57, 0.43, 0.46, 0.43, -0.20, -0.43, 0.43, -0.37, -0.34, 0.09, 0.27, 0.26, 0.20, 0.19, -0.23, 1.30, -1.00, 0.99, 0.16, -0.40, -0.15, 0.57, -0.17, -0.36, -0.17, 0.12, 1.59, 0.36, 0.17, -0.74, -0.67, -0.79, -0.61, 0.45, -0.56, -0.84, -0.62, -0.54, -0.09, -0.34, -0.41, -0.85, -0.53, -0.87, -0.11, -0.15, 0.47, 0.43, 0.43, 0.49, 0.46, 0.45, 0.45, 0.48, 0.05, 0.44, 0.48, 0.43, 0.48, 0.52],
  "multiplicity": 1,
  "total_charge": 2,
  "homo_energy_ev": -12.69,
  "relative_energy_kj_mol": 117.79
}